Record 1
Below is a molecular structure, C21H30IrNO5S, with properties calculated with wB97M-V/def2-TZVPD.

Summary:
* DFT total energy: -47637.9437 eV
* <S²>: 0.775
* Kohn-Sham gap (spin up / spin down): 0.3034 / 0.2181 hartree
* energy relative to the best compared isomer or geometry (same formula, charge and spin): 0.0 kcal/mol
* HOMO (spin up / spin down): -0.673 / -0.665 Ha

```
! wB97M-V def2-TZVPD RIJCOSX def2/J DEFGRID3
* xyz 3 2
Ir 0.3166 0.2524 0.1276
S -1.6243 1.5484 -2.0208
O -1.3754 0.6874 1.0787
O -0.1544 1.3926 -1.4543
O 2.3292 0.1884 -0.4809
O -3.9185 2.0218 4.7768
O 1.0619 -0.7022 1.7464
N -0.1706 -1.5568 -0.5692
C -2.9059 1.4543 4.1962
C -2.6241 1.1688 -4.5301
C -1.3683 1.6407 -3.8076
C -1.9700 0.8703 5.1280
C -1.5218 0.7184 2.3618
C 0.6500 -0.6472 2.9223
C -1.0094 -2.2748 0.2147
C -0.9346 4.2519 -1.7336
C -4.9587 2.6557 3.9894
C -2.6660 1.3726 2.8383
C 0.0850 -3.4452 -1.9683
C -2.0765 3.2551 -1.6449
C 2.7143 -1.4430 -2.2982
C 1.2210 -1.3094 -2.6096
C -1.3221 -3.5840 -0.0503
C -0.5675 0.1006 3.3119
C -0.8365 0.2109 4.6623
C 1.4405 -1.3930 3.9382
C -0.7445 -4.1938 -1.1571
C 3.0216 -1.0530 -0.8692
C 0.3575 -2.1131 -1.6843
H 2.6289 0.9156 -1.0485
H -2.0028 -4.1132 0.6010
H -0.5042 1.0039 -3.9966
H -3.5015 1.7523 -4.2489
H -2.5307 3.2215 -0.6547
H -0.1114 3.9808 -1.0760
H 3.2717 -0.8226 -3.0024
H -2.8292 0.1168 -4.3380
H -3.3474 1.7912 2.1135
H 0.9395 -0.2615 -2.5431
H 0.5214 -3.8762 -2.8598
H 3.0697 -2.4669 -2.4346
H 2.2240 -1.9579 3.4422
H -1.4333 -1.7558 1.0605
H -5.6829 3.0116 4.7120
H -2.1853 0.9546 6.1858
H -0.5507 4.3584 -2.7467
H 1.9044 -0.6931 4.6391
H -5.4106 1.9183 3.3276
H 1.0192 -1.6159 -3.6357
H -2.4790 1.3014 -5.6011
H -4.5301 3.4893 3.4349
H 2.6614 -1.7812 -0.1449
H -2.8725 3.4643 -2.3664
H -0.1640 -0.2157 5.3916
H 4.0854 -0.8993 -0.7010
H -1.1061 2.6677 -4.0578
H -1.3102 5.2255 -1.4221
H 0.8046 -2.0662 4.5146
H -0.9545 -5.2292 -1.3910
*
```

Record 2
Below is C21H30N2O2S in the gas phase, with properties calculated with wB97M-V/def2-TZVPD.

Summary:
* DFT total energy: -40176.5453 eV
* SMILES string: CSc1cccc(CNC(=O)[C@@H]2CCC(=O)N(CC3CCCCC3)C2)c1
* Kohn-Sham gap: 0.3258 hartree
* energy relative to the best compared isomer or geometry (same formula, charge and spin): 0.0 kcal/mol
* HOMO: -0.299 Ha

```
! wB97M-V def2-TZVPD RIJCOSX def2/J DEFGRID3
* xyz 0 1
S 1.5165 -2.9255 4.0167
O -1.2448 -2.1242 -0.6513
O -1.2082 1.7995 3.4139
N -2.1299 -0.0646 -0.4726
N -0.3371 1.4601 1.3605
C -2.6835 0.9089 1.7554
C 1.7760 0.3704 1.7707
C -1.3381 1.4305 2.2653
C -2.8845 0.9472 0.2454
C -0.9337 1.0351 -2.3589
C 2.6828 0.0308 0.7747
C 2.0285 -1.8289 2.7309
C -1.1355 1.4658 -3.8128
C 2.9322 -2.1630 1.7316
C 3.2582 -1.2269 0.7663
C 1.3451 1.7054 -4.1040
C -2.0793 0.1166 -1.9134
C 1.5504 1.2655 -2.6579
C 2.3017 -4.5038 3.5842
C 1.0428 1.6864 1.7514
C 1.4613 -0.5584 2.7494
C 0.4208 0.3392 -2.2189
C -2.8687 -0.5356 2.2299
C -1.7372 -1.2583 0.0475
C -0.0082 2.3907 -4.2636
C -1.8516 -1.4387 1.5477
H 1.0166 2.1362 2.7469
H -3.4466 1.5376 2.2254
H -2.0958 1.9762 -3.9199
H -3.8822 -0.8631 1.9858
H -2.7457 -0.5888 3.3125
H 1.3863 0.8302 -4.7559
H -1.9451 -0.8716 -2.3597
H 3.3871 -3.1393 1.6938
H 3.3824 -4.4146 3.6476
H 1.9485 -5.2171 4.3224
H 0.7697 -0.2980 3.5378
H -0.1607 2.6766 -5.3061
H -2.0810 -2.4903 1.7288
H -0.4729 1.0139 0.4654
H -3.0385 0.5282 -2.2452
H 2.9397 0.7496 0.0113
H 2.1442 2.3859 -4.4053
H -1.1556 0.5784 -4.4490
H 0.5836 0.0115 -1.1897
H -0.8524 -1.2620 1.9582
H -2.6013 1.9297 -0.1474
H 1.5731 2.1478 -2.0122
H 2.5082 0.7509 -2.5600
H -0.9369 1.9375 -1.7338
H 1.5069 2.3811 1.0458
H 3.9642 -1.4907 -0.0071
H -0.0258 3.3028 -3.6619
H 1.9859 -4.8118 2.5918
H -3.9555 0.8062 0.0332
H 0.4233 -0.5576 -2.8414
*
```

Record 3
Below is C21H30N2O3 in the gas phase, with properties calculated with wB97M-V/def2-TZVPD.

Summary:
* DFT total energy: -31387.5816 eV
* SMILES string: CCCCCOc1ccc(NC(=O)C(=O)NCCC2=CCCCC2)cc1
* Kohn-Sham gap: 0.3220 hartree
* energy relative to the best compared isomer or geometry (same formula, charge and spin): 30.7 kcal/mol
* HOMO: -0.295 Ha

```
! wB97M-V def2-TZVPD RIJCOSX def2/J DEFGRID3
* xyz 0 1
O 3.0714 1.0591 1.5404
O -4.8207 1.4545 -0.3126
O 1.6262 1.6807 -1.5772
N 4.0551 1.4675 -0.4817
N 0.6650 1.3060 0.4886
C -1.2719 1.5631 -0.9786
C 2.8439 -2.3840 0.9386
C -0.7143 1.3433 0.2794
C -5.7664 1.1461 0.6897
C -2.6404 1.5841 -1.1274
C -6.8244 -3.3907 -1.2637
C 1.6785 1.4635 -0.3778
C 3.9024 -1.6644 -1.2872
C 5.2286 -1.9466 0.7401
C 5.4234 1.1854 -0.1356
C -6.3700 -2.6302 -0.0242
C -1.5550 1.1516 1.3695
C 4.2354 -2.9882 1.1456
C 5.0365 -1.2680 -0.3839
C -3.4906 1.3896 -0.0357
C 5.9114 -0.1156 -0.7949
C -2.9293 1.1736 1.2197
C 2.6107 -2.0576 -0.5375
C 3.0221 1.3019 0.3447
C -6.3237 -1.1247 -0.2705
C -5.8720 -0.3555 0.9685
H 4.3402 -3.8844 0.5262
H -1.1295 0.9827 2.3485
H -5.3775 -2.9786 0.2710
H 2.0702 -3.0666 1.2937
H 2.7869 -1.4693 1.5320
H -3.5460 1.0263 2.0921
H -7.8208 -3.0725 -1.5626
H 5.4557 1.0826 0.9515
H -6.5834 -0.5056 1.7832
H 4.3766 -3.2761 2.1875
H 1.8871 -1.2435 -0.6125
H -3.0855 1.7553 -2.0946
H 2.1705 -2.9231 -1.0366
H -5.5492 1.6987 1.6126
H -7.3145 -0.7756 -0.5709
H 3.8121 1.6286 -1.4528
H 6.9406 -0.2894 -0.4770
H -6.8497 -4.4604 -1.0695
H -0.6267 1.7151 -1.8278
H 6.0561 2.0245 -0.4415
H -4.9007 -0.7362 1.2907
H -6.7148 1.5125 0.2862
H -5.6343 -0.9110 -1.0898
H 3.6811 -0.8691 -2.0004
H 6.0470 -1.7186 1.4063
H 0.9839 1.1306 1.4409
H -6.1444 -3.2078 -2.0927
H 4.2420 -2.5279 -1.8694
H -7.0536 -2.8401 0.8021
H 5.8997 0.0023 -1.8806
*
```

Record 4
Below is C21H30N2O6 in the gas phase, with properties calculated with wB97M-V/def2-TZVPD.

Summary:
* DFT total energy: -37529.9123 eV
* SMILES string: COCC(=O)N1CCC(Oc2ccc(C(=O)N[C@H](C(=O)OC)C(C)C)cc2)CC1
* Kohn-Sham gap: 0.3453 hartree
* energy relative to the best compared isomer or geometry (same formula, charge and spin): 21.7 kcal/mol
* HOMO: -0.322 Ha

```
! wB97M-V def2-TZVPD RIJCOSX def2/J DEFGRID3
* xyz 0 1
O -0.6190 -6.0173 3.9854
O 0.2891 0.6464 -2.5627
O -1.7216 5.8180 -3.1676
O 2.1764 -2.9065 2.3633
O 0.4516 5.6518 -5.8539
O -2.0824 -4.6382 2.9943
N -0.0422 -2.8052 2.7603
N 0.5483 4.2206 -4.1245
C -0.4830 -0.9255 -1.0317
C 1.7318 -0.0482 -0.7097
C 0.8337 1.8310 -4.5312
C -0.4908 -3.9966 6.3477
C 0.2682 3.8282 -2.7578
C 0.8349 -1.6822 0.8300
C -0.6081 6.3711 -3.8291
C -2.7474 5.4281 -4.0495
C 1.8671 -0.8545 0.4043
C -0.4246 -3.0074 5.1882
C 0.5868 -1.9036 5.4821
C 1.2635 1.5350 -3.0865
C 0.5485 -0.0764 -1.4432
C 0.1759 5.3818 -4.6977
C -0.3451 -1.7144 0.0884
C 1.0686 -2.5275 2.0330
C 1.3261 2.8412 -2.2758
C -0.0372 -3.7230 3.8735
C -1.4906 -7.1189 3.7586
C 1.2365 3.2380 -4.9447
C -1.0377 -4.8285 3.5639
H -1.8382 -7.1192 2.7240
H 1.2717 1.1036 -5.2136
H -1.4141 -2.5583 5.0424
H 0.6389 -1.1977 4.6572
H -3.5490 5.0283 -3.4315
H 2.2471 1.0463 -3.0815
H 0.2623 4.7105 -2.1167
H 2.5541 0.5883 -0.9958
H -1.2909 -4.7188 6.2062
H 2.7870 -0.8499 0.9692
H -0.7207 3.3594 -2.6882
H -0.2512 1.7286 -4.5846
H -1.3862 -0.9503 -1.6208
H -1.1515 -2.3805 0.3592
H 0.4485 -4.5367 6.4392
H -3.1193 6.2841 -4.6243
H 2.3162 3.2886 -2.3722
H -0.9140 7.1962 -4.4877
H 2.3221 3.3656 -4.8526
H -0.9531 -2.5236 2.4318
H 1.5762 -2.3300 5.6278
H -0.6759 -3.4648 7.2782
H -2.3562 -7.0572 4.4216
H 0.3031 -1.3636 6.3822
H 0.0459 6.7713 -3.0483
H 0.9663 3.4359 -5.9849
H -0.9130 -8.0144 3.9718
H 0.9706 -4.1407 3.9584
H 1.1516 2.6223 -1.2215
H -2.4056 4.6596 -4.7519
*
```